Record 1
Here is 2 unconnected molecules or ions with the total composition C6H10O from the OMol25 dataset. Energies are from wB97M-V/def2-TZVPD.

SMILES string = OC1=CC=CCC1.[H][H]
ΔE to the lowest compared entry with this formula, charge and spin = 128.80 kJ/mol
HOMO energy = -7.8 eV
HOMO-LUMO gap = 0.317 Eh
strongest force on any atom = 0.0080 Eh/bohr

Structure (XYZ):
```
17
Properties=species:S:1:pos:R:3:nbo_charge:R:1
O 2.44 -0.85 0.95 -0.66
C 1.24 -0.26 0.67 0.36
C 1.11 1.07 0.68 -0.36
C -0.14 1.68 0.20 -0.20
C -1.23 0.96 -0.03 -0.21
C -1.26 -0.51 0.33 -0.44
C 0.12 -1.18 0.26 -0.47
H 2.34 -1.81 0.86 0.48
H 1.96 1.69 0.95 0.22
H -0.14 2.75 0.01 0.21
H -2.14 1.41 -0.44 0.21
H -1.64 -0.59 1.36 0.21
H -1.97 -1.06 -0.30 0.22
H 0.12 -2.06 0.92 0.21
H 0.33 -1.56 -0.76 0.22
H -0.51 -0.09 -2.98 -0.01
H -0.68 0.31 -2.37 0.00
```

Record 2
Here is a single C3H9Cl2NSi molecule from the OMol25 dataset. Energies are from wB97M-V/def2-TZVPD.

ΔE to the lowest compared entry with this formula, charge and spin = 520.92 kJ/mol
HOMO energy = -8.9 eV
HOMO-LUMO gap = 0.337 Eh
strongest force on any atom = 0.0890 Eh/bohr

Structure (XYZ):
```
16
Properties=species:S:1:pos:R:3:nbo_charge:R:1
C -0.33 -1.97 -0.71 -0.44
C -1.16 0.29 0.08 -0.42
C 1.10 -0.42 0.37 0.03
N -0.11 -0.69 -0.03 -0.39
Si 1.62 1.41 1.01 0.81
Cl 1.92 1.00 -1.50 -0.63
Cl 2.28 -1.54 0.11 0.13
H -0.10 -2.77 -0.04 0.22
H -1.31 -2.04 -1.20 0.23
H 0.41 -2.11 -1.55 0.23
H -1.03 1.28 -0.26 0.25
H -2.03 -0.25 -0.42 0.22
H -1.55 0.35 1.15 0.22
H 3.12 1.75 1.11 -0.11
H 0.70 2.57 0.60 -0.12
H 1.44 1.02 2.46 -0.22
```

Record 3
Here is a single C5H6N2O5 molecule from the OMol25 dataset. Energies are from wB97M-V/def2-TZVPD.

SMILES string = COC(=O)[C@]1(O)NC(=O)NC1=O
ΔE to the lowest compared entry with this formula, charge and spin = 43.44 kJ/mol
HOMO energy = -10.5 eV
HOMO-LUMO gap = 0.400 Eh
strongest force on any atom = 0.0738 Eh/bohr

Structure (XYZ):
```
18
Properties=species:S:1:pos:R:3:nbo_charge:R:1
C 3.04 0.35 0.32 -0.28
O 1.90 -0.17 -0.32 -0.48
C 0.75 0.26 0.19 0.76
O 0.58 1.06 1.09 -0.57
C -0.49 -0.38 -0.54 0.22
O 0.00 -0.90 -1.72 -0.66
N -1.46 0.77 -0.68 -0.63
C -2.44 0.66 0.20 0.79
O -3.26 1.48 0.50 -0.59
N -2.47 -0.71 0.63 -0.66
C -1.33 -1.41 0.27 0.67
O -0.97 -2.54 0.44 -0.52
H 2.90 1.30 0.72 0.21
H 3.99 0.27 -0.08 0.21
H 3.29 -0.23 1.25 0.19
H 0.64 -0.36 -2.12 0.49
H -1.33 1.64 -1.23 0.43
H -3.33 -1.08 1.10 0.44
```

Record 4
Here is 2 unconnected molecules or ions with the total composition C6H17N3PSSi from the OMol25 dataset. Energies are from wB97M-V/def2-TZVPD.

HOMO energy = -10.7 eV
HOMO-LUMO gap = 0.289 Eh
strongest force on any atom = 0.0452 Eh/bohr
net charge = +1

Structure (XYZ):
```
29
Properties=species:S:1:pos:R:3:nbo_charge:R:1
N 3.83 -3.67 2.44 -1.28
P 2.70 -3.92 1.34 0.87
Si 0.76 -4.30 2.34 0.67
S -0.68 -2.86 1.54 -0.52
H 4.56 -4.35 2.32 0.37
H 2.99 -5.06 0.55 -0.01
H 2.48 -2.82 0.45 -0.08
H 0.83 -4.11 3.79 -0.10
H 0.27 -5.63 1.95 -0.12
H -1.77 -3.58 1.18 0.19
C -2.52 4.22 -0.72 -0.63
C -2.59 2.82 -0.14 -0.21
N -1.40 2.01 -0.45 -0.28
C -1.02 0.88 0.23 -0.03
C 0.09 0.40 -0.38 -0.03
N 0.37 1.25 -1.42 -0.28
C -0.55 2.22 -1.45 0.24
C 1.48 1.14 -2.36 -0.41
H -2.51 4.20 -1.81 0.21
H -3.40 4.79 -0.41 0.26
H -1.64 4.75 -0.37 0.23
H -3.46 2.29 -0.51 0.23
H -2.66 2.87 0.95 0.23
H -1.60 0.55 1.08 0.26
H 0.72 -0.45 -0.19 0.26
H -0.58 3.02 -2.16 0.25
H 2.11 2.02 -2.29 0.24
H 1.10 1.05 -3.37 0.23
H 2.07 0.26 -2.12 0.24
```

Question: Among the records above, which one has the lowest HOMO energy?
Answer: C6H17N3PSSi

Question: HOMO energy of number 3 (C5H6N2O5)?
Answer: -10.5 eV